A structure of composition C19H43CdN2O3P2 at a distorted geometry, computed with ωB97M-V/def2-TZVPD.

The total energy comes out at -52658.109 eV. The value obtained for the highest occupied orbital energy is -7.42 eV. For the HOMO-LUMO gap, the calculation gives 4.68 eV. As for the lowest unoccupied orbital energy: -0.1005 Eh. The energy relative to the best compared isomer or geometry (same formula, charge and spin) comes out at 0.407 eV. Its charge is +1.

Last column: Löwdin charge in e.
Element x y z (Å)
1 Cd 0.13 0.21 -0.57  1.114
2 P 1.15 2.13 0.74  0.957
3 P -2.01 -0.99 -1.21  0.961
4 N -1.88 1.34 0.90  -0.168
5 C -0.17 2.86 1.79  -0.324
6 H 0.28 3.21 2.74  0.087
7 H -0.58 3.74 1.26  0.088
8 C -1.31 1.89 2.13  -0.289
9 H -0.94 1.06 2.73  0.094
10 H -2.09 2.42 2.71  0.124
11 C -2.91 0.32 1.14  -0.288
12 H -3.77 0.76 1.67  0.125
13 H -2.47 -0.45 1.79  0.093
14 C -3.38 -0.30 -0.19  -0.322
15 H -3.89 0.47 -0.79  0.088
16 H -4.10 -1.10 0.04  0.088
17 C -1.94 -2.80 -0.80  -0.539
18 C -0.67 -3.47 -1.35  -0.120
19 H -0.61 -4.49 -0.94  0.083
20 H 0.24 -2.94 -1.05  0.036
21 H -0.70 -3.55 -2.44  0.068
22 C -2.54 -0.79 -2.97  -0.559
23 C -1.61 -1.50 -3.96  -0.110
24 H -1.80 -1.09 -4.97  0.089
25 H -1.79 -2.58 -4.01  0.073
26 H -0.54 -1.33 -3.75  0.062
27 C 1.82 3.52 -0.29  -0.557
28 C 3.06 3.12 -1.09  -0.109
29 H 3.21 3.87 -1.89  0.089
30 H 2.97 2.14 -1.58  0.059
31 H 3.97 3.12 -0.47  0.074
32 C 2.48 1.56 1.91  -0.539
33 C 3.51 0.67 1.22  -0.121
34 H 4.17 0.24 1.99  0.082
35 H 4.14 1.25 0.53  0.069
36 H 3.06 -0.16 0.67  0.033
37 C 1.87 -0.50 -2.04  -0.463
38 C -4.00 -1.13 -3.23  -0.111
39 H -4.19 -2.21 -3.21  0.064
40 H -4.69 -0.64 -2.53  0.067
41 H -4.26 -0.78 -4.24  0.089
42 C 2.02 4.83 0.47  -0.111
43 H 2.21 5.62 -0.27  0.089
44 H 1.14 5.12 1.05  0.066
45 H 2.89 4.79 1.14  0.063
46 C 3.16 2.68 2.69  -0.112
47 H 3.74 2.22 3.51  0.087
48 H 3.88 3.24 2.07  0.073
49 H 2.45 3.39 3.15  0.072
50 C -3.18 -3.59 -1.20  -0.111
51 H -3.22 -3.78 -2.28  0.073
52 H -3.13 -4.57 -0.71  0.087
53 H -4.12 -3.12 -0.89  0.072
54 H -1.88 -2.79 0.30  0.103
55 H 1.91 0.95 2.63  0.103
56 H -2.42 0.30 -3.11  0.104
57 H 0.99 3.67 -1.01  0.104
58 O 2.73 -1.29 -2.09  -0.079
59 H -2.33 2.09 0.41  0.104
60 H 1.26 0.32 -2.60  -0.057
61 N 2.31 -3.42 1.85  0.185
62 C 1.18 -2.80 2.62  -0.045
63 C 0.60 -1.70 1.74  -0.667
64 O -0.35 -1.02 2.17  -0.034
65 O 1.18 -1.57 0.60  -0.205
66 H 1.97 -3.80 0.95  0.173
67 H 2.76 -4.18 2.36  0.171
68 H 3.02 -2.71 1.62  0.172
69 H 0.43 -3.56 2.85  0.142
70 H 1.56 -2.40 3.56  0.142